(1)
Below is a molecular structure, C56H62AsCdN2O6P3 at a distorted geometry, with properties calculated with wB97M-V/def2-TZVPD.

Calculated values
ΔE to the lowest compared entry with this formula, charge and spin: 57.7 kcal per mole
Kohn-Sham gap: 7.45 eV
F_max: 3.65 eV/A

```
! RIJCOSX wB97M-V def2-TZVPD def2/J DEFGRID3
* xyz 2 1
Cd 19.553 -10.811 8.984
O 21.639 -11.225 9.159
P 22.851 -10.995 8.300
C 22.524 -10.261 6.639
P 20.965 -10.753 5.784
O 19.860 -11.002 6.815
C 21.504 -12.109 4.789
C 20.825 -13.314 5.018
C 21.139 -14.424 4.294
C 22.187 -14.343 3.296
C 22.816 -13.093 3.067
C 22.471 -11.980 3.856
C 20.521 -9.491 4.544
C 20.590 -8.168 4.904
C 20.240 -7.138 3.988
C 19.725 -7.549 2.759
C 19.650 -8.887 2.384
C 20.115 -9.893 3.257
C 23.727 -12.489 7.811
C 23.357 -13.692 8.523
C 23.943 -14.927 8.166
C 24.916 -15.002 7.191
C 25.213 -13.813 6.416
C 24.729 -12.597 6.831
C 23.963 -9.764 9.069
C 23.945 -9.589 10.499
C 24.625 -8.525 11.025
C 25.488 -7.768 10.282
C 25.674 -8.077 8.954
C 24.921 -9.106 8.318
H 23.394 -10.398 6.002
H 22.445 -9.208 6.826
H 20.157 -13.403 5.843
H 20.624 -15.350 4.478
H 22.511 -15.235 2.799
H 23.537 -12.976 2.255
H 23.053 -11.010 3.786
H 20.995 -7.917 5.911
H 20.292 -6.071 4.260
H 19.418 -6.781 2.103
H 19.290 -9.093 1.349
H 20.113 -10.960 2.906
H 22.589 -13.710 9.280
H 23.670 -15.802 8.726
H 25.451 -15.937 7.081
H 25.877 -13.878 5.552
H 25.080 -11.641 6.341
H 23.314 -10.213 11.067
H 24.381 -8.249 12.052
H 26.043 -6.942 10.700
H 26.444 -7.509 8.414
H 25.082 -9.253 7.256
O 18.824 -8.437 8.763
H 18.389 -8.060 7.968
H 19.566 -7.781 8.887
O 20.470 -6.151 9.345
H 21.356 -6.228 9.771
H 20.052 -5.379 9.691
O 17.300 -7.379 6.463
H 17.001 -6.491 6.183
H 16.749 -7.990 5.888
O 19.240 -13.855 8.850
H 19.485 -14.632 9.416
H 19.588 -14.076 7.975
C 17.035 -0.801 7.924
C 18.247 -1.562 8.365
C 19.481 -1.745 7.772
C 20.286 -2.297 8.802
N 19.532 -2.618 9.887
N 18.291 -2.165 9.601
C 21.680 -2.675 8.856
H 17.308 -0.362 6.984
H 16.800 -0.078 8.718
H 16.209 -1.440 7.760
H 19.821 -1.528 6.794
H 17.469 -2.215 10.282
H 22.053 -3.047 9.820
H 22.240 -1.706 8.551
H 21.941 -3.498 8.171
C 15.855 -11.545 9.754
C 15.975 -13.010 9.300
As 14.389 -14.066 8.563
C 13.529 -12.855 7.299
C 13.450 -13.296 5.928
C 12.800 -12.558 4.973
C 12.042 -11.469 5.415
C 12.084 -11.039 6.724
C 12.815 -11.706 7.685
C 13.107 -13.712 10.075
C 13.572 -13.666 11.380
C 12.693 -13.536 12.453
C 11.326 -13.497 12.251
C 10.889 -13.433 10.920
C 11.741 -13.547 9.840
P 17.524 -10.890 10.423
C 17.716 -11.779 11.994
C 18.608 -12.814 12.114
C 18.589 -13.584 13.271
C 17.633 -13.349 14.292
C 16.817 -12.261 14.196
C 16.828 -11.476 12.993
C 17.064 -9.267 11.033
C 17.844 -8.721 12.027
C 17.674 -7.418 12.567
C 16.603 -6.665 12.052
C 15.791 -7.226 11.075
C 16.033 -8.470 10.509
H 15.166 -11.239 10.555
H 15.674 -10.900 8.877
H 16.446 -13.593 10.068
H 16.693 -13.030 8.477
H 13.812 -14.277 5.697
H 12.632 -12.946 3.960
H 11.538 -10.846 4.699
H 11.527 -10.155 7.074
H 12.810 -11.328 8.697
H 14.645 -13.640 11.595
H 13.084 -13.768 13.426
H 10.645 -13.427 13.091
H 9.844 -13.292 10.746
H 11.285 -13.685 8.821
H 19.342 -13.033 11.358
H 19.356 -14.359 13.257
H 17.725 -13.867 15.258
H 16.382 -11.854 15.077
H 16.026 -10.735 12.783
H 18.682 -9.303 12.307
H 18.388 -7.079 13.311
H 16.467 -5.621 12.323
H 14.875 -6.697 10.808
H 15.546 -8.862 9.616
*
```

---

(2)
Below is a gas-phase ion, C7H13N5 (charge +2) at a distorted geometry, with properties calculated with wB97M-V/def2-TZVPD.

Calculated values
ΔE to the lowest compared entry with this formula, charge and spin: 47.3 kcal per mole
Kohn-Sham gap: 8.91 eV
F_max: 5.69 eV/A
SMILES: C[NH2+][C@@H]1NC(C)=[NH+]c2ccnn21

```
! RIJCOSX wB97M-V def2-TZVPD def2/J DEFGRID3
* xyz 2 1
C 1.663 2.647 0.344
N 0.730 1.693 -0.296
C 0.336 0.496 0.519
N 0.642 -0.817 0.077
C -0.262 -1.904 -0.051
C 0.329 -3.244 -0.121
N -1.564 -1.677 0.171
C -2.134 -0.426 0.352
C -3.375 0.048 -0.027
C -3.091 1.420 -0.333
N -1.791 1.717 -0.057
N -1.294 0.623 0.373
H 0.969 3.146 1.064
H 2.577 1.976 0.557
H 2.029 3.493 -0.250
H 1.087 1.373 -1.295
H -0.184 2.075 -0.437
H 0.712 0.710 1.616
H 1.597 -1.058 0.041
H -0.157 -3.923 -0.892
H 0.109 -3.844 0.897
H 1.436 -3.249 -0.156
H -2.320 -2.485 0.028
H -4.259 -0.496 0.037
H -3.777 2.184 -0.585
*
```

---

(3)
Below is a single C4H6N2O molecule at a distorted geometry, with properties calculated with wB97M-V/def2-TZVPD.

Calculated values
ΔE to the lowest compared entry with this formula, charge and spin: 63.2 kcal per mole
Kohn-Sham gap: 11.39 eV
F_max: 4.01 eV/A
SMILES: [H]/N=C(/CC)OC#N

```
! RIJCOSX wB97M-V def2-TZVPD def2/J DEFGRID3
* xyz 0 1
H 2.773 1.025 1.581
N 1.777 1.204 1.324
C 1.372 0.465 0.385
C 0.066 0.409 -0.248
C -0.254 -1.123 -0.302
O 2.368 -0.482 -0.198
C 3.573 -0.200 -0.344
N 4.704 -0.150 -0.632
H 0.138 0.623 -1.318
H -0.619 1.069 0.267
H -0.216 -1.484 0.746
H -1.411 -1.475 -0.591
H 0.451 -1.734 -0.893
*
```

---

(4)
Below is 2 unconnected molecules or ions with the total composition C9H14O at a distorted geometry, with properties calculated with wB97M-V/def2-TZVPD.

Calculated values
ΔE to the lowest compared entry with this formula, charge and spin: 7.0 kcal per mole
Kohn-Sham gap: 9.63 eV
F_max: 1.25 eV/A
SMILES: Cc1ccc(O)cc1.CC

```
! RIJCOSX wB97M-V def2-TZVPD def2/J DEFGRID3
* xyz 0 1
C 1.477 -2.149 0.565
C 0.529 -1.009 0.880
C 0.824 0.021 1.739
C -0.127 0.977 2.114
C -1.413 0.807 1.658
O -2.453 1.633 2.086
C -1.756 -0.227 0.805
C -0.781 -1.118 0.405
H 2.513 -1.810 0.541
H 1.281 -2.528 -0.442
H 1.340 -2.936 1.297
H 1.825 0.075 2.164
H 0.192 1.842 2.680
H -2.254 2.541 1.841
H -2.780 -0.405 0.510
H -0.987 -1.882 -0.332
C 0.951 0.920 -1.919
C -0.339 0.607 -2.657
H 1.390 1.827 -2.344
H 0.890 1.042 -0.838
H 1.710 0.158 -2.105
H -1.082 1.387 -2.502
H -0.149 0.578 -3.732
H -0.800 -0.351 -2.412
*
```